[1]
98
Properties=species:S:1:pos:R:3:forces:R:3 method="wB97M-V/def2-TZVPD" e_above_lowest_kj_mol=29.1 lumo_energy_ev=-0.533 homo_ha=-0.2430 molar_mass_g_mol=769.93 largest_force_ha_per_bohr=0.027
C 4.9860 -0.5969 1.7009 -0.1 0.1 0.0
H 1.3499 -2.4180 4.2149 0.0 0.0 0.0
H 0.6231 2.2827 0.4173 0.0 0.0 -0.1
Ge -1.8478 -2.0180 -0.0872 -0.2 -1.0 0.5
C 2.2559 -0.2391 1.9190 -0.1 -0.1 -0.1
H 4.6228 -0.9104 5.0954 0.1 0.0 0.0
C 3.5466 0.8501 -4.3322 0.0 0.0 -0.1
H 5.6887 -1.9243 4.1134 0.0 0.0 0.1
H 0.2681 3.5322 1.6195 0.0 0.0 0.0
H -0.7920 -3.6902 1.4518 0.0 0.0 0.0
H 0.3060 -3.4044 0.1325 0.0 0.0 0.0
C -0.1065 1.5174 2.3058 0.0 -0.1 -0.3
N -0.1320 1.5558 -2.1530 0.2 0.0 -0.1
H -0.6650 -1.2057 5.4181 0.0 0.0 0.0
C 3.5329 2.4727 -0.9130 -0.1 0.0 0.0
H 4.6139 0.3006 -6.1124 0.0 0.0 -0.1
H -0.3572 -5.0728 -3.6320 0.0 0.0 0.0
C -4.4999 -3.1597 0.4042 0.1 0.1 0.0
H 4.3489 2.1775 -0.2508 0.0 0.0 0.1
H 0.6321 -0.0988 4.9744 0.0 0.0 0.0
C -0.2840 4.0078 -2.0888 0.1 0.1 0.0
C -0.9470 -4.8206 -2.7490 0.1 0.0 0.0
H -6.7094 -4.2161 -0.9082 0.0 0.0 0.0
C -1.0757 -5.0323 -0.2071 0.1 0.1 0.0
H 2.5683 -0.4744 4.0341 0.0 -0.1 0.0
H -1.9506 2.6532 2.1935 0.0 0.0 0.0
C 2.6040 0.2499 -1.7369 0.3 -0.1 -0.2
H 4.3176 2.6325 -3.4435 0.0 0.0 0.0
H 6.0497 -0.2122 4.3146 0.0 0.0 0.0
H -1.0272 -3.7340 -2.6924 0.0 0.0 0.0
H 4.7337 2.0134 -5.6949 0.0 0.0 -0.1
H 4.7225 -0.3782 -0.4061 0.0 0.1 0.0
H 0.7186 -5.0368 -1.3984 0.0 -0.1 0.0
H -3.1139 5.7973 -1.5558 0.0 0.0 0.0
C -0.3338 -0.4953 4.6577 0.0 0.0 0.0
H -6.0550 -1.8619 -0.3069 0.1 0.1 0.0
H 2.6771 -1.0244 -4.8899 0.1 0.0 0.0
H 3.7925 3.4338 -1.3574 0.0 0.0 0.0
H -3.9994 -1.1834 1.1184 0.1 0.0 0.0
C 4.2494 -0.3574 0.5679 0.0 0.1 0.0
H 1.4541 -2.1710 -1.5879 -0.1 0.0 0.0
H -0.8342 -5.7775 0.5565 -0.1 0.0 0.0
C 1.8530 -2.0425 -2.5930 0.0 0.1 0.0
H -0.6985 6.0945 -1.9352 0.0 0.0 0.0
C -2.4850 4.9279 -1.6966 -0.2 -0.1 0.0
H -4.6693 -1.9799 -1.3857 0.0 0.0 0.0
H -1.9524 -5.2236 -2.8874 0.0 0.0 0.0
H 2.6455 2.5994 -0.2938 0.0 0.0 0.0
C 0.6803 2.5305 1.4768 0.0 0.0 0.1
C -0.7370 -3.6440 0.3603 -0.3 0.2 0.1
H -3.2182 -2.4724 2.0167 0.0 0.0 0.0
H 1.7305 2.5417 1.7692 0.0 0.0 0.0
H -0.1010 -3.3356 3.8134 0.0 0.0 0.0
Pd -0.0486 -0.4796 -0.2620 1.2 -0.1 0.7
C 3.2947 1.4512 -1.9901 -0.1 -0.1 0.0
C -3.0573 3.6711 -1.6606 -0.1 0.2 0.0
H -0.2709 -6.4806 -1.5800 0.1 0.0 0.0
C 4.4040 -0.6319 2.9764 0.0 -0.1 0.2
H 3.2410 1.3718 -6.3992 0.0 0.0 0.0
C 4.0635 1.1547 -5.7148 -0.1 0.0 0.1
H 6.0519 -0.7789 1.6089 0.0 0.0 0.0
C -1.1121 5.0949 -1.9122 0.2 0.0 0.0
H -5.1796 -3.5203 1.1830 0.0 -0.1 0.0
H -1.8028 1.3625 0.9899 -0.1 0.0 -0.1
C -0.2259 -1.2212 3.3153 0.2 -0.1 -0.1
C 2.8427 -0.1612 0.6276 0.2 -0.3 0.0
H -2.1931 0.9584 2.6594 0.0 0.0 0.0
H -1.2377 -1.4550 2.9713 0.0 0.0 0.0
N 2.0650 -0.0272 -0.4680 -0.6 0.1 0.1
C -5.3257 -2.5585 -0.7309 0.0 -0.2 0.0
C 2.8560 -0.3255 -4.0776 0.0 0.1 0.0
H 1.0242 -2.8419 2.5394 0.0 -0.1 0.0
H -4.1193 3.5485 -1.4944 0.0 0.0 0.0
C -2.2249 2.5708 -1.8356 0.2 -0.3 0.0
H 0.1013 1.6952 3.3637 0.0 0.0 0.0
H -2.3970 -2.3129 -1.5162 0.1 0.3 -0.2
S -2.6137 0.8809 -1.7954 0.2 0.2 -0.1
C -0.3125 -5.3924 -1.4838 -0.2 0.0 -0.1
C 3.0391 -0.4541 3.0578 0.1 0.1 -0.1
C 0.5581 -2.5345 3.4760 0.0 0.1 -0.1
P 0.4683 -0.2123 1.9162 -0.5 0.4 0.3
C -1.6070 1.6299 2.0274 0.1 0.0 0.2
H -6.6680 -3.1590 -2.3245 0.0 -0.1 0.0
H 1.0824 -2.2878 -3.3277 0.0 0.0 0.0
H 2.6539 -2.7768 -2.7114 0.0 0.0 0.0
C 3.7638 1.7145 -3.2714 0.0 0.0 0.0
H -5.3468 -4.2938 -2.0314 0.0 0.0 0.0
H -0.5791 -0.5076 -2.2137 0.1 0.0 -0.2
H -3.9556 -4.0326 0.0308 -0.1 0.0 0.0
C -3.5122 -2.1569 1.0113 0.2 0.3 0.0
C -0.8393 2.7285 -2.0408 -0.4 0.0 0.1
C 2.4136 -0.6550 -2.8045 0.1 0.0 0.3
H -1.0531 0.3232 4.6349 0.0 0.0 0.0
H -2.1484 -5.1173 -0.4043 0.0 -0.1 0.0
C -6.0559 -3.6194 -1.5478 0.0 0.1 0.0
H 0.7811 4.1146 -2.2503 0.0 0.0 0.0
C 5.2379 -0.9326 4.1960 0.0 0.1 -0.2
C -0.9003 0.5314 -2.0016 -0.8 0.6 -0.7


[2]
120
Properties=species:S:1:pos:R:3:forces:R:3 method="wB97M-V/def2-TZVPD" lumo_energy_ev=1.796 homo_ha=-0.1456 molar_mass_g_mol=1107.59 charge=-1 largest_force_ha_per_bohr=0.024
H 3.4385 1.1422 -4.0652 0.0 -0.3 0.2
H -5.6552 -1.0957 -7.0489 0.0 0.0 0.0
H 5.9832 0.9926 1.8325 -0.3 0.1 0.1
H 4.1966 -6.2652 2.1268 0.0 0.0 0.0
C -4.2635 3.7091 4.2218 -0.1 -0.6 -0.1
C -2.8553 4.1126 5.9771 0.0 -0.1 0.2
O 6.6149 1.3845 1.2245 0.3 -0.3 -0.1
C -4.6848 -1.4121 -7.4341 0.1 0.1 0.0
H 5.3385 0.2682 -3.6108 -0.2 0.3 0.1
H -4.6628 -1.2032 -8.5015 0.0 -0.1 0.0
H -1.3258 -3.8843 -5.0982 0.0 0.0 0.0
H 1.0193 -1.9815 -2.6411 0.0 0.2 -0.1
C 3.3579 -0.3765 -1.6657 0.5 0.2 0.3
O 5.5153 -5.4478 -0.2116 -0.1 -0.3 0.0
H 0.9438 -4.3029 -3.0999 0.0 0.0 0.0
H -3.7462 -1.9767 9.3358 0.0 0.0 0.0
H 3.4248 2.7862 -4.6292 0.0 -0.1 -0.3
O -4.7925 3.8643 3.1592 -0.1 0.3 0.0
C -3.8089 3.0196 6.4431 0.0 0.0 -0.1
C 5.0147 -6.8051 1.6485 -0.1 -0.1 0.0
C 5.3734 -0.7685 -3.2965 0.3 -0.5 -0.3
H -1.9652 5.9077 2.7896 -0.1 0.0 0.0
F 5.3510 3.8640 0.3963 -0.3 0.0 0.6
F 4.3160 5.3258 1.6377 0.3 -0.6 -0.1
H 1.1626 1.7848 -4.1020 -0.2 -0.1 -0.1
H 5.4467 -7.4814 2.3842 0.1 0.0 0.0
O -3.6930 -0.6037 2.1551 -0.1 -0.1 0.1
C 4.5099 -7.4922 0.3833 0.0 0.3 0.4
H 1.4685 3.3804 -3.4328 -0.1 0.2 0.2
H 5.6248 -1.0977 0.3885 -0.3 -0.3 -0.1
Al 4.2251 1.3696 -1.0787 -0.1 -0.4 -0.2
H -4.4870 -1.0232 -1.9654 0.0 -0.2 0.1
F 2.2971 4.1356 0.6117 0.7 -0.3 -0.1
C 0.8184 -2.0272 -4.7924 -0.2 0.2 0.2
H -2.6370 -0.6765 -7.2023 0.1 0.1 0.1
O -2.1269 4.2715 -0.0684 -0.1 -0.1 0.2
C 4.2162 2.6190 -2.6715 -0.3 -0.7 0.0
O -5.5964 0.8607 7.4186 -0.1 0.1 0.1
F 5.1388 3.5318 2.5662 -0.2 0.2 -0.9
H -2.8944 1.2042 -1.8541 0.1 -0.1 0.0
C 6.0228 -5.8164 1.0791 0.1 0.1 0.1
H -1.8614 3.7259 5.7412 0.0 0.0 0.0
H -3.5900 5.0399 1.1745 -0.1 0.0 0.0
H -1.4999 7.0458 0.6571 0.0 0.0 0.0
C -3.0109 0.8527 0.3187 -0.3 0.0 -0.3
C -0.9667 6.1091 0.8283 0.0 -0.4 0.3
C 4.5385 3.9963 1.4457 0.0 0.8 0.3
O 4.1789 -6.3865 -1.7548 0.0 0.1 -0.2
C 1.7640 2.3421 -3.3894 0.2 -0.6 -0.3
H 1.5579 1.9436 -2.3997 -0.1 0.1 0.2
F 2.6614 3.2023 2.5390 0.0 0.2 -0.3
Br 3.8898 4.5302 -2.3510 0.2 0.2 0.0
H -1.9222 0.7819 0.3495 0.0 0.0 0.1
C 4.6733 -6.4090 -0.6711 0.1 -0.2 0.1
H 6.1227 -4.9171 1.6814 0.0 0.1 -0.1
H -0.7687 -4.0952 -2.7300 -0.1 0.0 -0.1
C 0.0333 -3.7784 -3.3946 0.0 0.0 0.1
C -3.5690 -0.7358 -6.6386 -0.4 -0.2 -0.1
F 1.8212 1.6421 0.4006 -0.2 -0.1 0.1
H -2.7684 -1.2346 -1.6004 0.0 0.0 0.0
C -3.5416 0.7500 -1.1075 0.1 0.1 0.0
H 7.0108 -6.2638 0.9461 0.0 0.0 0.0
C -0.2711 -4.0450 -4.8615 -0.1 -0.1 0.1
H -3.7215 -3.3450 -7.7722 0.0 0.0 0.0
C -3.1739 -1.5663 7.2997 0.0 -0.2 0.0
C -3.3648 -1.6919 -5.4809 0.2 0.2 -0.3
O -4.0258 -1.2491 0.0405 -0.1 0.0 -0.1
C -1.5726 5.3046 1.9759 0.1 0.1 0.0
H -5.3667 -3.4718 -7.1245 0.0 -0.1 0.1
H -3.3273 2.2635 7.0533 0.1 0.0 0.0
Br 4.4360 -3.0773 -1.9784 -0.2 0.1 -0.1
O 1.3939 -1.0657 -5.2049 0.1 0.0 -0.2
H 5.1306 -8.3438 0.1012 0.0 0.0 -0.1
C 3.2309 2.1593 -3.7560 0.0 1.1 0.0
H -2.1358 -1.5321 7.6193 0.0 0.1 0.0
H 6.2260 -0.9208 -2.6471 0.1 0.2 0.4
H -4.6210 3.4543 7.0256 0.0 0.0 0.0
C 4.0732 -1.2590 -2.6952 -0.3 0.3 0.1
C -4.9546 -0.1402 7.5361 -0.2 -0.2 -0.2
C 3.1642 1.9101 0.6079 0.0 0.4 -0.5
O -3.4346 4.6304 4.7635 0.0 0.1 0.0
H 5.5821 -1.3545 -4.1892 0.1 -0.1 -0.2
H 2.3593 -0.1427 -2.0278 -0.2 0.0 -0.1
O -3.6596 -0.2192 7.1537 0.1 0.0 0.1
F 3.5421 1.0451 1.6286 0.2 -0.1 0.2
H -5.3760 2.1409 5.1946 0.0 -0.1 -0.2
C -3.6055 -0.3742 0.9829 0.3 0.1 0.0
C 3.1609 3.3104 1.2516 -0.7 -0.3 1.0
H -3.2270 -2.0565 6.3262 0.0 0.0 0.0
C 0.2899 -2.2727 -3.3938 0.2 -0.5 0.1
H -6.0025 -1.9758 7.2846 -0.1 0.0 0.0
H -2.7546 4.9261 6.6918 0.0 0.1 -0.1
H 3.3894 -1.4573 -3.5089 -0.1 -0.1 -0.2
O 0.5096 -3.0830 -5.5923 0.0 -0.1 0.0
H 5.2027 2.5777 -3.1254 0.3 0.2 0.1
C -4.0958 -2.2091 8.3289 -0.1 0.0 0.0
C -3.6922 -0.7549 -1.2744 0.0 0.1 -0.2
O -0.6720 5.2786 -1.4388 0.0 -0.1 -0.3
H -2.8384 3.5428 1.7313 0.0 -0.1 -0.1
H -3.3429 1.7562 0.8172 0.1 0.0 0.2
C -2.6502 4.4979 1.2613 0.3 0.2 -0.1
H -3.7208 1.7078 4.6959 -0.1 0.0 -0.1
H -3.8413 0.2501 -6.2748 0.2 0.1 0.1
P 6.4450 0.8049 -0.3410 0.6 0.3 -0.3
H 0.0936 6.3049 0.9593 0.0 0.1 -0.2
H -0.6307 -1.7021 -3.2703 0.0 0.1 0.0
H -4.1518 -3.2913 8.2342 0.0 0.0 -0.1
H -0.8176 4.6318 2.3871 0.0 0.0 0.0
H -4.5195 1.2302 -1.1735 0.0 0.0 0.0
H 3.4709 -7.8001 0.4531 0.0 -0.1 -0.2
H 0.0157 -5.0447 -5.1812 0.1 0.1 -0.1
O -2.7802 -1.4835 -4.4617 0.0 -0.1 0.3
H -6.0205 -1.3585 8.9554 -0.2 0.1 -0.1
C -4.3536 2.4919 5.1174 0.2 0.4 0.4
O 6.4052 -0.8593 -0.1192 0.0 0.3 0.3
O -3.9206 -2.8931 -5.7709 -0.1 0.0 0.0
H 3.2053 -0.9540 -0.7560 -0.1 0.0 0.2
C -4.4534 -2.8823 -7.1070 -0.1 0.0 -0.1
C -5.4159 -1.4857 8.0626 0.4 -0.1 0.2
C -1.1912 5.2050 -0.3685 0.1 0.3 0.0